A:
Formula: C20H55N5O5
Source: the OMol25 dataset
Level of theory: wB97M-V/def2-TZVPD

Calculated values
Charge: 0
Highest occupied orbital energy, eV: -9.12
LUMO, eV: 0.51
Kohn-Sham gap, eV: 9.6

The geometry in XYZ format:
```
85
Properties=species:S:1:pos:R:3:lowdin_charge:R:1
C -21.68725 9.16677 -3.58565 -0.1087
O -21.28515 10.48406 -3.89970 -0.2046
C -22.19539 11.12933 -4.77205 -0.1964
C -22.11881 12.67906 -4.42816 -0.4343
C -22.94840 12.95154 -3.17265 -0.0546
N -22.66053 13.43776 -5.50820 0.0157
H -21.96375 8.55993 -4.44786 0.0870
H -22.49779 9.30429 -2.86997 0.0897
H -20.81071 8.70567 -3.13049 0.0863
H -21.93586 10.95653 -5.81651 0.1161
H -23.21690 10.77262 -4.64018 0.1129
H -21.06256 12.88015 -4.24936 0.1276
H -23.77955 12.24762 -3.13080 0.0732
H -23.31098 13.97791 -3.11598 0.0748
H -22.28923 12.65513 -2.35672 0.0767
H -22.72665 14.43004 -5.33182 0.0674
H -22.17753 13.47355 -6.39450 0.0709
C -10.29150 10.54713 -13.59475 -0.0876
O -9.71261 11.45895 -12.65402 -0.1999
C -8.28174 11.53018 -12.58403 -0.1974
C -7.77398 12.50850 -11.44058 -0.4296
C -8.29374 11.96561 -10.11338 -0.0804
N -8.37226 13.78084 -11.64196 0.0241
H -11.34594 10.79281 -13.72077 0.0902
H -10.11858 9.50375 -13.33099 0.0814
H -9.72996 10.58018 -14.52839 0.0792
H -7.67776 10.62299 -12.56615 0.1158
H -7.86005 12.00836 -13.46811 0.1075
H -6.69601 12.65297 -11.36825 0.1388
H -8.03708 12.71346 -9.36309 0.0719
H -7.89476 10.98110 -9.86909 0.0768
H -9.37426 11.91180 -9.98041 0.0713
H -8.12195 14.30912 -12.46559 0.0760
H -9.32309 13.52285 -11.86436 0.0636
C -13.47984 15.40299 -11.51093 -0.0820
O -12.57740 16.29028 -10.88952 -0.2063
C -12.69274 17.61399 -11.24915 -0.2632
C -11.99968 18.43284 -10.16927 -0.4116
C -12.20672 19.95200 -10.40106 -0.0677
N -10.57352 18.10408 -10.33277 0.0446
H -14.47356 15.83498 -11.39264 0.0833
H -13.42208 14.36962 -11.16900 0.0906
H -13.25698 15.54150 -12.56887 0.0869
H -12.20622 17.78900 -12.20873 0.1321
H -13.72281 17.94869 -11.37171 0.1263
H -12.39092 18.09721 -9.20885 0.1344
H -13.20965 20.37014 -10.31527 0.0689
H -11.90460 20.10531 -11.43707 0.0680
H -11.50494 20.62728 -9.91158 0.0687
H -10.14175 17.93192 -9.43610 0.0708
H -10.61376 17.18995 -10.76039 0.0537
C -17.82506 12.76648 5.11095 -0.0996
O -17.33988 13.11070 3.81893 -0.2102
C -18.16853 12.83433 2.66945 -0.2034
C -18.07523 11.42366 2.03719 -0.3911
C -16.66116 11.01515 1.40224 -0.0333
N -19.05741 11.46748 0.97398 0.0127
H -18.40182 13.58644 5.53884 0.0873
H -17.05000 12.34668 5.75216 0.0846
H -18.42252 11.87683 4.91179 0.0720
H -19.21148 13.03710 2.91284 0.1125
H -17.98405 13.60272 1.91870 0.1192
H -18.40716 10.79125 2.86058 0.1268
H -15.87138 11.57894 1.89873 0.0650
H -16.58299 11.18339 0.32815 0.0592
H -16.54648 9.93862 1.52886 0.0624
H -18.78289 11.53942 0.00468 0.0689
H -19.49962 10.55953 0.96013 0.0673
C -15.55373 13.77577 -4.23494 -0.0608
O -15.37235 14.31566 -5.59468 -0.2053
C -14.89984 13.38088 -6.56453 -0.1955
C -13.59856 12.54335 -6.25133 -0.4239
C -12.38708 13.34076 -5.86348 -0.0706
N -13.25207 11.64151 -7.38059 0.0203
H -16.17264 14.48219 -3.68175 0.0852
H -14.60584 13.63516 -3.71547 0.0724
H -16.06845 12.83236 -4.41699 0.0844
H -15.75185 12.72945 -6.75901 0.1109
H -14.84629 13.79775 -7.57023 0.1153
H -13.86515 11.86120 -5.44404 0.1220
H -12.58502 13.78246 -4.88685 0.0661
H -12.34460 14.18273 -6.55443 0.0826
H -11.42795 12.82464 -5.90587 0.0779
H -12.94141 12.08418 -8.23361 0.0587
H -12.49493 11.01141 -7.15741 0.0611
```


B:
Formula: C20H55N5O5
Source: the OMol25 dataset
Level of theory: wB97M-V/def2-TZVPD

Calculated values
Charge: 0
Highest occupied orbital energy, eV: -9.19
LUMO, eV: 0.68
Kohn-Sham gap, eV: 9.9

The geometry in XYZ format:
```
85
Properties=species:S:1:pos:R:3:lowdin_charge:R:1
C -2.44119 -3.57547 1.60125 -0.1062
O -1.23368 -2.86642 1.42859 -0.2080
C -1.44447 -1.53750 0.99035 -0.2178
C -0.09067 -0.83711 0.99185 -0.4020
C -0.24517 0.54039 0.37208 -0.0612
N 0.87088 -1.60007 0.12247 0.0698
H -2.98146 -3.19261 2.47587 0.0840
H -2.22290 -4.62570 1.78451 0.0912
H -3.06779 -3.47992 0.70881 0.0711
H -1.95001 -1.52970 0.01658 0.1194
H -2.07897 -1.02527 1.73403 0.1336
H 0.25661 -0.80317 2.02289 0.1358
H -1.00939 1.15894 0.84115 0.0783
H -0.40082 0.47998 -0.70894 0.0815
H 0.72624 1.04525 0.40753 0.0487
H 0.23320 -1.87584 -0.62523 0.0387
H 1.05943 -2.46573 0.62145 0.0670
C -0.62973 -4.82229 -1.25765 -0.1057
O -0.36703 -3.83111 -2.22448 -0.2015
C 0.97030 -3.84617 -2.67176 -0.2354
C 1.14079 -2.86764 -3.81054 -0.4295
C 0.91943 -1.44391 -3.35091 -0.0796
N 0.17768 -3.13711 -4.88851 0.0407
H -0.25894 -5.78681 -1.62611 0.0900
H -1.70790 -4.84179 -1.10743 0.0868
H -0.17735 -4.63368 -0.27590 0.0807
H 1.65128 -3.61784 -1.83231 0.1239
H 1.25543 -4.86845 -2.97674 0.1227
H 2.16309 -2.96564 -4.18027 0.1366
H 1.00381 -0.79386 -4.22468 0.0805
H 1.68569 -1.11356 -2.64669 0.0751
H -0.05233 -1.28482 -2.88450 0.0687
H -0.73386 -2.78024 -4.63381 0.0671
H 0.07128 -4.13531 -5.02330 0.0681
C -4.76513 -0.23986 -1.57725 -0.1134
O -5.83596 -0.61789 -0.75687 -0.1741
C -5.75500 -1.96797 -0.35485 -0.2218
C -6.70693 -2.25299 0.77532 -0.4489
C -6.21088 -1.82222 2.13508 -0.0647
N -7.01117 -3.68979 0.81209 0.0322
H -4.87465 0.82035 -1.81646 0.0907
H -4.77344 -0.78003 -2.53196 0.0925
H -3.80156 -0.34394 -1.06450 0.0727
H -6.04748 -2.62121 -1.19908 0.1288
H -4.70869 -2.25107 -0.17552 0.1036
H -7.60026 -1.64077 0.57964 0.1410
H -5.80361 -0.80645 2.11313 0.0826
H -5.42424 -2.47682 2.51512 0.0670
H -7.00853 -1.74423 2.87786 0.0765
H -7.61110 -3.93042 0.02662 0.0708
H -7.61206 -3.85875 1.61425 0.0700
C 3.42410 0.58662 1.74481 -0.1050
O 4.49291 1.27446 2.37085 -0.1819
C 5.47781 1.69211 1.45950 -0.2358
C 6.80498 1.89275 2.17370 -0.4541
C 6.77615 3.07483 3.10246 -0.0631
N 7.92232 2.02354 1.23496 0.0267
H 2.99004 1.14117 0.90738 0.0638
H 2.63564 0.45159 2.48360 0.0847
H 3.78379 -0.39590 1.42656 0.0917
H 5.55717 0.98062 0.62864 0.1227
H 5.22854 2.67752 1.01234 0.1252
H 7.05469 0.95126 2.67767 0.1435
H 7.59062 3.05183 3.81933 0.0768
H 5.81577 3.18054 3.61156 0.0778
H 6.84023 3.98081 2.48617 0.0813
H 7.73169 2.62913 0.44365 0.0684
H 8.21269 1.13358 0.85517 0.0652
C 2.84044 3.91945 -1.28586 -0.1126
O 1.47449 4.23412 -1.21989 -0.1807
C 1.01247 4.39703 0.10608 -0.2255
C -0.39130 4.94927 0.07145 -0.4393
C -0.36289 6.45060 -0.19782 -0.0646
N -1.10058 4.74680 1.34302 0.0325
H 3.02360 3.44263 -2.25152 0.0908
H 3.12091 3.19727 -0.50895 0.0652
H 3.48581 4.80169 -1.21234 0.0908
H 1.03716 3.43842 0.64532 0.1074
H 1.67728 5.10910 0.61885 0.1326
H -0.98624 4.46301 -0.70292 0.1398
H 0.02929 6.98014 0.67543 0.0775
H -1.36606 6.84658 -0.36380 0.0777
H 0.24825 6.68395 -1.06866 0.0795
H -0.89413 3.82472 1.71854 0.0552
H -0.72842 5.37305 2.05246 0.0671
```


C:
Formula: C20H55N5O5
Source: the OMol25 dataset
Level of theory: wB97M-V/def2-TZVPD

Calculated values
Charge: 0
Highest occupied orbital energy, eV: -7.90
LUMO, eV: 0.62
Kohn-Sham gap, eV: 8.5

The geometry in XYZ format:
```
85
Properties=species:S:1:pos:R:3:lowdin_charge:R:1
C 13.77927 -20.20570 13.12018 -0.0711
C 13.53025 -20.32350 14.60451 -0.4046
C 13.30241 -21.82987 14.95578 -0.1215
O 12.86093 -21.86491 16.30124 -0.3070
C 12.42923 -23.12186 16.69189 -0.1234
N 14.75428 -19.95815 15.31152 0.0702
H 13.95726 -19.20967 12.71479 0.0822
H 13.01937 -20.81092 12.62587 0.0708
H 14.69852 -20.77630 12.98786 0.0786
H 12.71936 -19.63030 14.82820 0.1306
H 14.21913 -22.41913 14.97818 0.1441
H 12.62735 -22.22205 14.19513 0.1268
H 11.66829 -23.60820 16.08151 0.1060
H 12.02007 -23.00866 17.69581 0.1113
H 13.21781 -23.86956 16.60717 0.0117
H 14.81017 -18.96614 15.49288 0.0751
H 14.67446 -20.41894 16.20673 0.0043
C 18.19618 -17.39401 20.51982 -0.1010
C 18.94131 -16.53087 21.56026 -0.3579
C 20.27639 -15.89112 21.09165 -0.1819
O 21.07202 -16.79435 20.32482 -0.1990
C 22.31331 -16.29104 19.72290 -0.0643
N 18.11117 -15.61575 22.30212 0.0385
H 17.34798 -17.83713 21.04165 0.0427
H 18.82637 -18.17407 20.09267 0.1529
H 17.81011 -16.77548 19.70959 0.1622
H 19.27581 -17.30580 22.24995 0.1274
H 20.74471 -15.49560 21.99295 0.1162
H 19.95943 -15.07009 20.44857 0.1199
H 22.83752 -15.63192 20.41490 0.0804
H 22.09757 -15.88652 18.73400 0.0818
H 22.92572 -17.18381 19.59641 0.0789
H 18.63234 -14.99715 22.90694 0.0761
H 17.52273 -16.24677 22.82715 -0.0221
C 15.68197 -18.20826 20.76938 -0.1395
C 16.10531 -19.21408 21.83979 -0.3925
C 16.60642 -18.51845 23.15704 -0.0740
O 17.73933 -17.60367 22.98257 -0.3246
C 18.11222 -16.99585 24.19617 -0.1226
N 15.05110 -20.17428 22.11264 0.0617
H 15.03136 -17.46973 21.23775 0.1402
H 15.26588 -18.69256 19.88597 0.0291
H 16.54445 -17.61726 20.46122 0.0188
H 16.93870 -19.85517 21.55246 0.1329
H 16.87880 -19.40111 23.73568 0.1257
H 15.71220 -18.02420 23.53676 0.1373
H 18.11475 -17.65193 25.06659 0.1043
H 17.36934 -16.24164 24.45576 0.1130
H 19.06391 -16.47721 24.31193 0.1139
H 15.31209 -20.78832 22.87088 0.0752
H 14.93078 -20.66008 21.23536 0.0606
C 14.99160 -26.29475 18.31334 -0.0723
C 13.93923 -25.25811 18.42900 -0.3794
C 14.51909 -23.76836 18.64427 -0.1779
O 15.37893 -23.17039 17.71979 -0.1217
C 15.25519 -21.78711 17.72897 -0.1541
N 13.17260 -25.26507 17.19446 -0.0352
H 15.50860 -26.20145 17.35830 0.0840
H 14.42915 -27.22025 18.19009 0.0817
H 15.76118 -26.12787 19.06699 0.0889
H 13.27570 -25.39867 19.28227 0.1454
H 15.01492 -23.53452 19.58638 0.1267
H 13.55333 -23.26631 18.70225 0.0921
H 15.40831 -21.39573 18.73469 0.0911
H 14.24725 -21.55171 17.38729 0.0506
H 15.99789 -21.25052 17.13857 0.1159
H 13.85906 -25.06043 16.48242 0.0965
H 12.79800 -26.19742 17.09196 0.1048
C 16.89635 -18.06034 17.25561 -0.0180
C 16.30706 -18.43435 18.66058 -0.4260
C 15.22932 -19.51074 18.45481 -0.2445
O 14.05331 -18.95045 17.85340 -0.1240
C 13.03480 -19.89512 17.48687 -0.0945
N 17.48644 -18.92627 19.28766 0.0097
H 17.44907 -18.87010 16.77929 0.0780
H 17.55713 -17.19396 17.28476 0.0739
H 16.19578 -17.86531 16.44366 0.0514
H 15.93096 -17.61371 19.27148 0.1031
H 14.97996 -19.92900 19.42999 0.1040
H 15.71520 -20.20743 17.77169 0.0478
H 12.49581 -20.26785 18.35788 0.1149
H 13.47470 -20.76641 17.00165 -0.0329
H 12.33695 -19.47932 16.76009 0.1009
H 17.29963 -19.43994 20.13698 0.0665
H 17.97216 -18.10385 19.61598 -0.1418
```


Ranked by calculated energy, most stable first: B, A, C.


A:
Formula: C4H5O3S
Source: the OMol25 dataset
Level of theory: wB97M-V/def2-TZVPD

Calculated values
Charge: -1
Highest occupied orbital energy, eV: -4.74
LUMO, eV: 3.93
Kohn-Sham gap, eV: 8.7

The geometry in XYZ format:
```
13
Properties=species:S:1:pos:R:3:nbo_charge:R:1
O 0.91290 1.36739 1.81970 -1.0249
S -0.44970 1.19340 1.26060 2.4072
O -1.11394 2.43223 0.87694 -1.0144
O -1.30113 0.34901 2.09805 -1.0412
C -0.33399 0.16132 -0.17671 -0.3250
C -0.66363 -1.29678 -0.35749 -0.3699
C 0.84126 -0.87726 -0.36005 -0.2231
C 0.79563 0.25733 -1.23666 -0.4026
H -1.16469 -1.54178 -1.21275 0.1701
H -0.90677 -1.93156 0.45831 0.2170
H 1.53520 -1.24558 0.27281 0.2141
H 1.33891 1.16833 -1.16093 0.2297
H 0.50996 -0.03606 -2.28182 0.1630
```


B:
Formula: C4H5O3S
Source: the OMol25 dataset
Level of theory: wB97M-V/def2-TZVPD

Calculated values
Charge: -1
Highest occupied orbital energy, eV: -3.19
LUMO, eV: 3.57
Kohn-Sham gap, eV: 6.8

The geometry in XYZ format:
```
13
Properties=species:S:1:pos:R:3:nbo_charge:R:1
C 0.35053 -0.43104 -0.10365 -0.5343
C -0.42627 0.64031 -0.01310 0.1326
C 0.58672 -2.18449 1.31072 0.9968
C -0.62874 1.81770 -0.97893 -0.6756
O -0.52175 -2.42652 1.65172 -0.6402
O 1.75754 -2.39252 1.28234 -0.6447
O -1.49759 0.63885 0.96271 -0.7676
S 1.61058 -0.44009 -1.31287 -0.1199
H 0.30293 2.47231 -1.09349 0.2032
H -0.90446 1.48324 -2.03325 0.2004
H -1.47847 2.40107 -0.62676 0.2167
H -1.27203 0.06898 1.75768 0.4831
H 2.12102 -1.64780 -0.80310 0.1496
```


Ranked by calculated energy, most stable first: B, A.


A:
Formula: C6H12NOS
Source: the OMol25 dataset
Level of theory: wB97M-V/def2-TZVPD

Calculated values
Charge: +1
Highest occupied orbital energy, eV: -13.06
LUMO, eV: -3.77
Kohn-Sham gap, eV: 9.3

The geometry in XYZ format:
```
21
Properties=species:S:1:pos:R:3:nbo_charge:R:1
C -1.42505 -0.17136 -1.40129 -0.6083
C -1.01321 0.30072 -0.00196 0.0793
C -2.12720 0.84913 0.87108 -0.6429
N -0.25165 -0.87309 0.74238 -0.5417
C 1.10305 -0.12134 0.58988 -0.1658
C 2.12321 -0.83157 -0.32419 -0.5586
S 3.79338 -0.38848 -0.00381 0.0916
C 0.29988 1.05458 0.07981 0.5541
O 0.59647 2.19787 -0.15002 -0.4188
H -2.35800 0.09481 -1.61568 0.2437
H -1.30166 -1.19059 -1.50987 0.2245
H -0.57206 0.15512 -2.12062 0.2426
H -3.02468 0.28795 0.78439 0.2479
H -2.32547 1.88412 0.40545 0.2757
H -1.75305 1.04686 1.87858 0.2321
H -0.25117 -1.80850 0.32526 0.4375
H -0.63428 -0.91740 1.69888 0.4427
H 1.68128 -0.10746 1.53128 0.2782
H 1.95678 -0.47328 -1.34828 0.2354
H 2.04213 -1.84133 -0.24217 0.2322
H 3.44130 0.85320 -0.18911 0.1185
```


B:
Formula: C6H12NOS
Source: the OMol25 dataset
Level of theory: wB97M-V/def2-TZVPD

Calculated values
Charge: +1
Highest occupied orbital energy, eV: -12.85
LUMO, eV: -2.98
Kohn-Sham gap, eV: 9.9

The geometry in XYZ format:
```
21
Properties=species:S:1:pos:R:3:nbo_charge:R:1
C -1.72189 -0.48709 -0.08702 -0.4485
N -0.47006 0.24340 -0.42662 -0.4032
C -0.61326 1.75843 -0.57712 -0.4297
C 0.71566 0.14034 0.67624 0.3365
O 0.19189 0.14899 1.90033 -0.6762
C 1.35366 -1.25456 0.48319 -0.5381
C 2.26334 -1.17389 -0.63216 -0.2011
C 2.69179 0.05778 -0.86282 -0.3434
S 2.06485 1.29582 0.25037 0.2717
H -1.96319 -0.24711 1.00225 0.2520
H -2.62224 -0.34522 -0.70546 0.2560
H -1.47266 -1.54672 -0.14188 0.2299
H -0.11637 -0.21871 -1.22356 0.4278
H -0.43302 2.25301 0.49203 0.2210
H 0.30248 2.08058 -1.06250 0.2551
H -1.63661 1.97649 -0.97259 0.2479
H 0.45678 0.94376 2.32210 0.5015
H 0.73137 -2.20351 0.41594 0.2576
H 1.96020 -1.66343 1.32819 0.2851
H 2.47095 -1.96640 -1.20137 0.2353
H 3.25069 0.56215 -1.68638 0.2629
```


Ranked by calculated energy, most stable first: A, B.